(1)
C15H12BCl3NO4 | ωB97M-V with the def2-TZVPD basis set

E_LUMO = -0.0015 Eh
Spin multiplicity = 1
Frontier orbital gap = 4.554 eV
Total charge = -1

XYZ file:
```
36
Properties=species:S:1:pos:R:3:mulliken_charge:R:1
Cl 3.0448 -2.0278 2.7338 -0.326
B 2.4293 -2.5608 1.0376 0.803
Cl 3.6887 -3.6828 0.2265 -0.325
Cl 0.7969 -3.4307 1.1944 -0.255
O 2.3039 -1.3215 0.2667 -0.568
C 1.8844 -0.8845 -0.8620 -0.165
C 2.7363 0.0332 -1.6011 0.373
C 2.8355 0.0060 -3.0195 -0.471
C 3.4812 1.0365 -3.7077 -0.376
C 4.1117 2.0837 -3.0189 -0.359
C 4.2199 1.9785 -1.6242 -0.413
C 3.5953 0.9446 -0.9279 -0.308
H 0.9693 -1.2985 -1.3238 0.492
H 2.3712 -0.8241 -3.5579 0.378
H 3.5165 1.0500 -4.8014 0.345
H 4.5842 2.9174 -3.5480 0.365
H 4.8145 2.7117 -1.0733 0.346
H 3.6910 0.8446 0.1541 0.439
C -1.7121 0.0124 -0.7071 -0.493
C -2.3519 -0.5362 0.4686 0.076
O -1.9733 -1.6136 0.9504 -0.618
C -3.4093 0.3076 1.1429 0.642
C -4.5323 0.8095 0.4561 0.014
C -5.5107 1.5600 1.1703 -0.608
C -5.3305 1.8474 2.5239 -0.334
C -4.1801 1.3841 3.1755 -0.548
C -3.2397 0.6114 2.4915 -0.483
N -2.2294 1.0997 -1.3582 0.869
O -1.8193 1.4428 -2.4993 -0.728
O -3.1540 1.8075 -0.7999 -0.635
H -0.8169 -0.4482 -1.1271 0.246
H -4.8224 0.4192 -0.5184 0.248
H -6.4005 1.8829 0.6201 0.312
H -6.1087 2.3890 3.0684 0.346
H -4.0380 1.5972 4.2305 0.339
H -2.3309 0.2601 2.9814 0.379
```

***

(2)
C15H12BN11OPd | ωB97M-V with the def2-TZVPD basis set

<S²> = 0.756
E_LUMO (alpha / beta) = -0.1995 / -0.2295 Eh
Spin multiplicity = 2
Frontier orbital gap (alpha / beta) = 6.967 / 6.150 eV
Total charge = +1

XYZ file:
```
41
Properties=species:S:1:pos:R:3:mulliken_charge:R:1
Pd 0.3184 -1.4972 1.2142 0.638
C -0.8391 2.5362 2.1793 -1.311
C -0.7191 1.1932 2.5207 -0.204
N -0.4448 0.4886 1.4280 -0.035
N -0.3718 1.3290 0.3744 0.306
C -0.6010 2.5769 0.8201 0.154
B 0.0179 0.7154 -1.0092 0.586
N -0.8844 -0.5348 -1.2355 0.582
C -1.7758 -0.7824 -2.2056 0.037
C -2.3511 -2.0185 -1.9745 -1.073
C -1.7468 -2.4862 -0.8139 -0.406
N -0.8632 -1.5801 -0.3924 -0.382
N 1.4840 0.2025 -0.8461 0.399
C 2.6343 0.5926 -1.4099 0.175
C 3.6754 -0.1255 -0.8467 -1.144
C 3.0778 -0.9634 0.0840 -0.378
N 1.7594 -0.7569 0.0584 -0.285
N -0.1255 1.6336 -2.1808 0.300
C -0.8027 2.7957 -2.4010 -0.102
C -0.6647 3.1200 -3.7216 -0.866
C 0.1203 2.0792 -4.2575 -0.373
N 0.4366 1.1880 -3.3406 -0.946
H -1.0630 3.3633 2.8286 0.423
H -0.8085 0.7123 3.4809 0.418
H -0.5634 3.4245 0.1607 0.513
H -1.9286 -0.0714 -2.9997 0.437
H -3.0975 -2.5144 -2.5681 0.422
H -1.8956 -3.4083 -0.2760 0.492
H 2.6323 1.3404 -2.1828 0.523
H 4.7213 -0.0562 -1.0850 0.421
H 3.5096 -1.6887 0.7539 0.470
H -1.3791 3.2875 -1.6382 0.471
H -1.0765 3.9743 -4.2289 0.445
H 0.4616 1.9463 -5.2717 0.494
O 1.2520 -1.7709 2.9287 -0.423
N 0.1186 -2.3634 3.1594 0.153
C -0.2177 -2.8595 4.2911 0.698
C 0.6799 -2.8450 5.4090 0.109
N 1.4077 -2.8207 6.2953 -0.260
C -1.5206 -3.4474 4.4023 -0.176
N -2.5664 -3.9084 4.4966 -0.302
```

***

(3)
C15H12CdN5O7S2 | ωB97M-V with the def2-TZVPD basis set

E_LUMO = 0.0599 Eh
Spin multiplicity = 1
Relative energy (zero: lowest compared OMol25 entry of this formula, charge and spin) = 0.0 kcal per mole
Frontier orbital gap = 7.013 eV
Total charge = -1

XYZ file:
```
42
Properties=species:S:1:pos:R:3:mulliken_charge:R:1
Cd 0.4938 0.0986 -0.1178 1.437
C 4.8500 -1.1343 3.2582 -0.878
S 3.3236 -0.5792 4.0226 -0.040
C 2.2828 -0.1922 2.6464 0.361
S 2.8475 -0.3789 1.0525 -0.481
N 1.1418 0.2646 3.1262 -1.225
N 0.1993 0.4810 2.1803 0.687
C -0.8685 1.0874 2.5164 -0.749
C -1.9659 1.2134 1.5358 0.850
C -3.1027 1.9457 1.8514 -0.794
C -4.1354 2.0083 0.9307 -0.306
C -4.0064 1.3370 -0.2716 -0.652
C -2.8303 0.6418 -0.5126 -0.186
N -1.8417 0.5749 0.3656 -0.141
H 5.5415 -1.2988 4.0849 0.317
H 5.2558 -0.3804 2.5885 0.291
H 4.7052 -2.0611 2.7084 0.297
H -1.0059 1.4755 3.5244 0.329
H -3.1653 2.4574 2.8027 0.376
H -5.0278 2.5809 1.1493 0.415
H -4.7847 1.3605 -1.0205 0.385
H -2.6624 0.1300 -1.4517 0.387
O -0.9723 2.5655 -1.6681 -0.653
C 0.0030 2.9440 -1.0173 0.458
O 0.9648 2.2395 -0.5746 -0.943
C 0.0882 4.4143 -0.6606 0.301
C 0.4931 4.8021 0.6123 -0.341
C 0.5210 6.1415 0.9627 -0.616
C 0.1678 7.0757 0.0056 0.163
C -0.2203 6.7248 -1.2752 -0.448
C -0.2707 5.3786 -1.5965 -0.381
N 0.2056 8.5072 0.3654 0.973
O -0.0716 9.3182 -0.4977 -0.623
O 0.4519 8.7954 1.5211 -0.615
H 0.7991 4.0426 1.3195 0.516
H 0.8207 6.4667 1.9473 0.460
H -0.4817 7.4923 -1.9877 0.458
H -0.6047 5.0597 -2.5743 0.432
O -0.0155 -2.2954 0.1882 -0.667
N 0.0583 -2.4952 -1.0396 1.225
O -0.0979 -3.5860 -1.5466 -0.652
O 0.3070 -1.4706 -1.7760 -0.726
```

***

Q: What is the spin multiplicity in the second record?
A: 2